# 1
Entry from OMol25: the molecule C3H6FNO2S (ωB97M-V with the def2-TZVPD basis set).

The value obtained for the HOMO energy (spin up / spin down) is -8.896 / -8.620 eV. The value obtained for the energy above the lowest of the compared OMol25 structures with the same formula, charge and spin is 2.9207 eV. Its HOMO-LUMO gap (spin up / spin down) is 8.79 / 8.22 eV.

Structure (ORCA input):
```
! RIJCOSX wB97M-V def2-TZVPD def2/J DEFGRID3
* xyz 0 1
C 0.206 -1.707 -1.085
C -0.633 -0.629 -1.570
C -0.757 0.135 -0.157
N 0.032 1.983 1.482
O 1.003 -0.445 1.767
O 1.799 0.916 0.007
F -1.767 -0.236 0.657
S 0.670 0.590 0.811
H -0.257 -2.595 -0.765
H 1.247 -1.639 -0.917
H -0.115 0.254 -2.125
H -1.448 -0.895 -2.055
H 0.684 2.611 1.934
H -0.664 1.659 2.016
*
```


# 2
Entry from OMol25: the molecule C3H6FNS (ωB97M-V with the def2-TZVPD basis set).

The value obtained for the HOMO energy is -8.918 eV. The value obtained for the energy above the lowest of the compared OMol25 structures with the same formula, charge and spin is 2.7268 eV. Its HOMO-LUMO gap is 9.65 eV.

Structure (ORCA input):
```
! RIJCOSX wB97M-V def2-TZVPD def2/J DEFGRID3
* xyz 0 1
C -1.013 1.223 0.493
C 0.147 0.465 -0.067
C 0.091 -1.121 0.246
F -0.273 -1.927 -0.905
N 1.179 0.887 -0.641
S 2.271 -0.163 -1.433
H -1.804 1.201 -0.197
H -1.368 0.917 1.548
H -0.682 2.419 0.714
H 0.920 -1.500 0.714
H -0.755 -1.138 1.015
H 1.287 -1.264 -1.485
*
```


# 3
Entry from OMol25: the molecule C3H6FNS (ωB97M-V with the def2-TZVPD basis set).

The value obtained for the HOMO energy is -9.083 eV. The value obtained for the energy above the lowest of the compared OMol25 structures with the same formula, charge and spin is 1.7750 eV. Its HOMO-LUMO gap is 9.94 eV.

Structure (ORCA input):
```
! RIJCOSX wB97M-V def2-TZVPD def2/J DEFGRID3
* xyz 0 1
F -2.925 -0.072 -0.058
C -1.720 -0.480 -0.193
C -0.746 0.542 0.300
C 0.698 0.004 0.291
N 1.662 0.520 -0.392
S 3.153 -0.251 0.065
H -1.469 -0.637 -1.259
H -1.608 -1.536 0.212
H -0.788 1.457 -0.333
H -1.062 0.984 1.262
H 0.894 -0.874 0.955
H 3.911 0.342 -0.850
*
```


# 4
Entry from OMol25: the ion C3H6FO2S with charge -1 (ωB97M-V with the def2-TZVPD basis set).

The value obtained for the HOMO energy is -3.065 eV. The value obtained for the energy above the lowest of the compared OMol25 structures with the same formula, charge and spin is 0.5644 eV. Its HOMO-LUMO gap is 7.16 eV.

Structure (ORCA input):
```
! RIJCOSX wB97M-V def2-TZVPD def2/J DEFGRID3
* xyz -1 1
C 0.109 -0.931 -0.929
C -0.005 0.654 1.212
C 0.642 -0.424 0.426
O 3.198 -0.780 -1.021
O 2.838 1.416 0.153
F 0.498 -1.583 1.276
S 2.848 -0.074 0.228
H 0.137 -0.085 -1.676
H 0.872 -1.469 -1.454
H -0.728 -1.606 -1.005
H 0.568 0.909 2.027
H -1.098 0.554 1.555
H 0.041 1.674 0.575
*
```


# 5
Entry from OMol25: the molecule C3H6FOP (ωB97M-V with the def2-TZVPD basis set).

The value obtained for the HOMO energy (spin up / spin down) is -4.598 / -10.413 eV. The value obtained for the energy above the lowest of the compared OMol25 structures with the same formula, charge and spin is 1.8109 eV. Its HOMO-LUMO gap (spin up / spin down) is 5.54 / 7.62 eV.

Structure (ORCA input):
```
! RIJCOSX wB97M-V def2-TZVPD def2/J DEFGRID3
* xyz 0 3
C -1.598 -0.238 0.447
C -0.643 0.492 -0.077
C 0.493 -0.284 -0.982
O 2.218 1.287 0.425
F -0.537 1.830 0.061
P 2.079 -0.269 -0.033
H -2.419 0.330 1.070
H -1.494 -1.233 0.262
H 0.547 0.096 -1.987
H 0.276 -1.293 -0.991
H 1.640 1.746 1.045
H 1.293 -0.745 1.253
*
```


# 6
Entry from OMol25: a structure of composition C3H6GaO3 (ωB97M-V with the def2-TZVPD basis set).

The value obtained for the HOMO energy (spin up / spin down) is -21.708 / -21.290 eV. The value obtained for the energy above the lowest of the compared OMol25 structures with the same formula, charge and spin is 2.6844 eV. Its HOMO-LUMO gap (spin up / spin down) is 10.51 / 6.14 eV.

Structure (ORCA input):
```
! RIJCOSX wB97M-V def2-TZVPD def2/J DEFGRID3
* xyz 2 2
H -2.122 -0.436 0.204
O 0.696 0.949 0.853
C 0.527 -0.239 0.606
O 0.475 -0.461 -0.707
Ga -0.742 2.150 -0.523
O -0.401 -0.924 1.226
C -1.758 -0.474 1.236
H -1.835 0.553 1.617
H -2.349 -1.167 1.843
C 1.655 -0.071 -1.436
H 1.310 0.774 -2.038
H 2.538 0.305 -0.910
H 2.006 -0.959 -1.970
*
```


# 7
Entry from OMol25: a structure of composition C3H6I2N (ωB97M-V with the def2-TZVPD basis set).

The value obtained for the HOMO energy (spin up / spin down) is -13.389 / -12.431 eV. The value obtained for the energy above the lowest of the compared OMol25 structures with the same formula, charge and spin is 2.7525 eV. Its HOMO-LUMO gap (spin up / spin down) is 8.20 / 7.48 eV.

Structure (ORCA input):
```
! RIJCOSX wB97M-V def2-TZVPD def2/J DEFGRID3
* xyz 1 1
C -0.782 -0.151 1.281
C 0.070 -0.311 -0.958
C 1.321 -0.110 -0.096
N -0.970 0.378 -0.139
I 2.140 1.917 0.102
I 2.709 -1.569 0.059
H -0.956 -1.231 1.485
H -0.718 0.645 1.986
H -0.009 0.255 -1.896
H -0.190 -1.298 -1.225
H -2.003 0.160 -0.576
H -0.612 1.315 -0.023
*
```


# 8
Entry from OMol25: a structure of composition C3H6I2NS (ωB97M-V with the def2-TZVPD basis set).

The value obtained for the HOMO energy is -13.340 eV. The value obtained for the energy above the lowest of the compared OMol25 structures with the same formula, charge and spin is 1.3265 eV. Its HOMO-LUMO gap is 7.46 eV.

Structure (ORCA input):
```
! RIJCOSX wB97M-V def2-TZVPD def2/J DEFGRID3
* xyz 1 1
C -0.251 -0.341 -0.202
C -0.724 0.778 0.694
C -0.399 3.457 1.206
N 1.212 -0.196 -0.260
S 0.388 2.134 0.480
I -2.213 3.445 2.234
I 0.867 5.178 1.500
H -0.455 -1.341 0.086
H -0.698 -0.125 -1.111
H -1.848 1.098 0.537
H -0.410 0.414 1.715
H 1.840 -0.950 0.159
H 1.662 0.029 -1.157
*
```


# 9
Entry from OMol25: a cluster of 2 separate species, C3H6IN in total (ωB97M-V with the def2-TZVPD basis set).

The value obtained for the HOMO energy (spin up / spin down) is -7.576 / -7.547 eV. The value obtained for the energy above the lowest of the compared OMol25 structures with the same formula, charge and spin is 3.5381 eV. Its HOMO-LUMO gap (spin up / spin down) is 3.10 / 3.05 eV.

Structure (ORCA input):
```
! RIJCOSX wB97M-V def2-TZVPD def2/J DEFGRID3
* xyz 0 1
C -0.638 -0.655 0.071
C 0.619 -0.248 -0.687
C -1.399 0.527 0.632
N -0.945 -1.825 0.206
I 4.362 0.227 0.024
H 0.320 0.179 -1.642
H 1.153 0.499 -0.105
H 1.251 -1.113 -0.859
H -2.459 0.293 0.687
H -1.236 1.413 0.030
H -1.028 0.703 1.643
*
```


# 10
Entry from OMol25: a cluster of 2 separate species, C3H6IN2 in total (ωB97M-V with the def2-TZVPD basis set).

The value obtained for the HOMO energy is -12.724 eV. The value obtained for the energy above the lowest of the compared OMol25 structures with the same formula, charge and spin is 1.8605 eV. Its HOMO-LUMO gap is 9.19 eV.

Structure (ORCA input):
```
! RIJCOSX wB97M-V def2-TZVPD def2/J DEFGRID3
* xyz 1 1
C 1.721 -0.606 -0.778
C 0.454 -0.817 -1.239
C 0.802 -1.097 0.097
N 2.877 -0.174 -1.209
N -0.387 -0.777 -2.206
I -3.801 0.342 0.520
H 2.662 0.256 -2.046
H 0.441 -1.395 1.043
H 3.665 -0.045 -0.586
H -1.173 -1.378 -2.083
H 0.074 -0.559 -3.181
H -4.629 0.702 1.831
*
```


Number 1: E_tot -22341.1296 eV, strongest force on any atom 7.63 eV Å⁻¹. Number 2: E_tot -18248.6059 eV, strongest force on any atom 5.56 eV Å⁻¹. Number 3: E_tot -18249.5578 eV, strongest force on any atom 5.33 eV Å⁻¹. Number 4: E_tot -20856.0060 eV, strongest force on any atom 4.94 eV Å⁻¹. Number 5: E_tot -17255.7618 eV, strongest force on any atom 5.12 eV Å⁻¹. Number 6: E_tot -61702.4768 eV, strongest force on any atom 5.96 eV Å⁻¹. Number 7: E_tot -20888.3605 eV, strongest force on any atom 4.25 eV Å⁻¹. Number 8: E_tot -31725.8758 eV, strongest force on any atom 2.76 eV Å⁻¹. Number 9: E_tot -12794.5975 eV, strongest force on any atom 1.65 eV Å⁻¹. Number 10: E_tot -14280.2526 eV, strongest force on any atom 3.75 eV Å⁻¹.